Computed, not measured: a cluster of 6 separate species, C47H98N5O7 in total at a distorted geometry, with ωB97M-V/def2-TZVPD.

For the energy, the calculation gives -2649.6145 a.u. As for the expectation value of S²: 0.756. The relative energy (zero: lowest compared OMol25 entry of this formula, charge and spin) comes out at 0.0 kJ/mol. Its spin multiplicity is 2. The value obtained for the LUMO energy (spin up / spin down) is 0.0150 / -0.0946 hartree. The orbital gap (spin up / spin down) is 8.034 / 5.052 eV.

Geometry as XYZ:
```
157
Properties=species:S:1:pos:R:3:lowdin_spin:R:1
C 0.43692 -0.67829 -0.44136 0.0132
C 1.68317 -0.60942 0.42027 0.0185
O 1.83323 0.30160 1.23878 0.2110
O 2.52770 -1.61793 0.51533 0.7459
H -0.10985 -1.54380 -0.06715 0.0008
H 0.53471 -0.79001 -1.52120 -0.0003
H -0.37732 -0.00571 -0.17163 0.0059
C 2.67238 5.10371 -3.11425 0.0000
C 1.16867 5.14046 -2.83179 0.0000
C 0.45202 4.02790 -3.68404 0.0000
C -0.84617 3.51375 -3.17147 0.0000
C -0.58260 3.05570 -1.73594 0.0000
C -0.07385 4.13723 -0.73439 0.0002
N 1.05651 4.84269 -1.37508 0.0000
O 1.63634 5.73922 -0.55752 0.0000
C -1.07927 5.16792 -0.17511 0.0001
C 0.51820 3.40480 0.51862 0.0012
C 0.50400 6.52624 -3.13815 0.0000
H 2.78408 5.21337 -4.19295 0.0000
H 3.17799 4.15012 -2.96220 0.0000
H 3.17242 5.99549 -2.73638 0.0000
H 0.27510 4.46667 -4.66601 0.0000
H 1.19486 3.24837 -3.85317 0.0000
H -1.20178 2.68859 -3.78851 0.0000
H -1.59257 4.30698 -3.12959 0.0000
H 0.11815 2.22122 -1.70995 0.0000
H -1.56515 2.82404 -1.32480 0.0000
H -1.39079 5.86738 -0.95087 0.0000
H -2.01974 4.82964 0.25982 0.0000
H -0.70646 5.87944 0.56168 0.0000
H 0.71843 4.15008 1.28839 0.0000
H -0.08130 2.69761 1.09183 0.0003
H 1.36719 2.78429 0.23174 0.0009
H 0.80783 7.22260 -2.35657 0.0000
H -0.55337 6.37272 -2.92251 0.0000
H 0.72136 6.94940 -4.11885 0.0000
H 2.22851 5.17390 -0.05617 0.0000
C -3.30228 2.43941 0.81229 0.0000
C -3.88847 1.34431 1.61539 0.0000
C -2.95396 0.10211 1.49609 0.0000
C -3.13565 -0.99471 2.58270 0.0000
C -3.21638 -0.32523 3.95242 0.0000
C -4.23688 0.80911 4.10809 0.0000
N -4.22175 1.72886 3.00597 0.0000
O -5.06940 2.81637 3.19882 0.0000
C -5.67340 0.23293 4.41132 0.0000
C -3.63514 1.65463 5.27727 0.0000
C -5.22934 0.90830 0.98570 0.0000
H -3.40128 2.19219 -0.24467 0.0000
H -2.27866 2.63817 1.12977 0.0000
H -3.86510 3.33458 1.07688 0.0000
H -3.17053 -0.31865 0.51417 0.0000
H -1.90653 0.39921 1.44391 0.0000
H -2.33201 -1.72362 2.47809 0.0000
H -4.07525 -1.49563 2.34964 0.0000
H -2.22463 0.09989 4.10666 0.0000
H -3.41747 -1.06028 4.73176 0.0000
H -5.83983 -0.29842 5.34837 0.0000
H -6.39181 1.05174 4.37199 0.0000
H -5.91726 -0.49690 3.63933 0.0000
H -2.75211 2.22493 4.98897 0.0000
H -4.38988 2.30927 5.71305 0.0000
H -3.24999 1.12895 6.15101 0.0000
H -5.95074 1.72516 1.00625 0.0000
H -5.86056 0.12481 1.40499 0.0000
H -5.17417 0.72972 -0.08816 0.0000
H -5.86080 2.59695 2.70169 0.0000
C 0.87618 1.76978 4.05642 0.0001
C 1.21193 1.71785 5.48814 0.0001
C 0.19683 0.72914 6.13672 0.0000
C 0.55911 0.33273 7.62524 0.0000
C 1.88639 -0.26681 7.69084 0.0000
C 3.03034 0.65639 7.14136 0.0000
N 2.62624 1.20526 5.78974 0.0000
O 3.57330 2.13351 5.35544 0.0000
C 3.41829 1.75631 8.16865 0.0000
C 4.28977 -0.28318 7.10397 0.0000
C 0.90259 3.10724 6.13556 0.0000
H -0.12874 2.13958 3.85277 0.0000
H 1.05373 0.73631 3.75889 -0.0001
H 1.54136 2.50155 3.59801 0.0000
H -0.81089 1.14436 6.15010 0.0000
H 0.14296 -0.20059 5.57033 0.0000
H -0.18917 -0.41803 7.87929 0.0000
H 0.43367 1.26963 8.16798 0.0000
H 1.90651 -1.25642 7.23436 0.0000
H 2.11009 -0.54382 8.72105 0.0000
H 4.25167 2.38524 7.85556 0.0000
H 2.63164 2.50548 8.07905 0.0000
H 3.61905 1.34746 9.15892 0.0000
H 4.13280 -1.06042 6.35607 0.0000
H 5.16454 0.32156 6.86487 0.0000
H 4.43503 -0.80815 8.04811 0.0000
H 0.72216 3.05280 7.20914 0.0000
H 0.06211 3.56440 5.61334 0.0000
H 1.75966 3.74367 5.91537 0.0000
H 3.40560 2.89924 5.90964 0.0000
C -2.24625 -3.98966 -1.52334 0.0000
C -1.31359 -4.93440 -0.72286 0.0000
C -1.97723 -6.34618 -0.53218 0.0000
C -2.00659 -7.16814 -1.88073 0.0000
C -0.55218 -7.19584 -2.43783 0.0000
C 0.13432 -5.85690 -2.64446 0.0000
N 0.02937 -5.03095 -1.38084 0.0001
O 0.75869 -3.79014 -1.48847 0.0020
C 1.63057 -6.26870 -2.86354 0.0000
C -0.55887 -5.19124 -3.86221 0.0000
C -1.20362 -4.47131 0.74755 0.0000
H -2.81900 -4.42289 -2.34332 0.0000
H -1.65166 -3.17830 -1.94317 0.0000
H -2.96720 -3.59917 -0.80510 0.0000
H -1.49887 -6.87656 0.29121 0.0000
H -3.00009 -6.11870 -0.23199 0.0000
H -2.72022 -6.60489 -2.48205 0.0000
H -2.32905 -8.19893 -1.73380 0.0000
H -0.65961 -7.79793 -3.34008 0.0000
H 0.03745 -7.95850 -1.92912 0.0000
H 2.15424 -6.58933 -1.96294 0.0000
H 1.79834 -7.05286 -3.60181 0.0000
H 2.10768 -5.41961 -3.35294 0.0000
H -1.64675 -5.24751 -3.90042 0.0000
H -0.24888 -4.15963 -4.02895 0.0000
H -0.19579 -5.78028 -4.70441 0.0000
H -0.47652 -5.15253 1.18953 0.0000
H -2.06457 -4.58292 1.40664 0.0000
H -0.90867 -3.42259 0.78357 0.0000
H 0.24897 -3.37923 -2.19056 -0.0001
C 2.80865 0.64912 -3.69557 0.0000
C 2.16708 0.10981 -4.99890 0.0000
C 2.82063 0.84168 -6.24814 0.0000
C 2.55834 0.09838 -7.49741 0.0000
C 2.95358 -1.39440 -7.48050 0.0000
C 2.43621 -2.16079 -6.20327 0.0000
N 2.47695 -1.33684 -4.98496 0.0000
O 2.05804 -2.07902 -3.83146 0.0001
C 1.05649 -2.65706 -6.43617 0.0000
C 3.45983 -3.33549 -5.94441 0.0000
C 0.68771 0.29302 -4.95977 0.0000
H 3.84354 0.34306 -3.54251 0.0000
H 2.19874 0.16007 -2.93601 0.0000
H 2.70562 1.72108 -3.52703 0.0000
H 2.31104 1.79376 -6.39631 0.0000
H 3.88784 0.89263 -6.03235 0.0000
H 3.09055 0.60068 -8.30521 0.0000
H 1.47313 0.07121 -7.59582 0.0000
H 4.04081 -1.40210 -7.55776 0.0000
H 2.55324 -1.73398 -8.43576 0.0000
H 0.35519 -1.98401 -6.92941 0.0000
H 1.03808 -3.51550 -7.10762 0.0000
H 0.59954 -2.89747 -5.47623 0.0000
H 3.15239 -3.73467 -4.97785 0.0000
H 3.52209 -4.08616 -6.73228 0.0000
H 4.44139 -2.89852 -5.76087 0.0000
H 0.56720 1.36984 -4.84134 0.0000
H 0.17158 -0.32083 -4.22160 0.0000
H 0.26261 0.06268 -5.93667 0.0000
H 2.84515 -2.50268 -3.48137 0.0000
```